Entry 1:
DFT (wB97M-V/def2-TZVPD) results for a molecular structure, C3H4Br2O in a non-equilibrium geometry.

Results
gap between HOMO and LUMO (alpha / beta)	7.3510 / 7.3503	eV
lowest unoccupied orbital energy (alpha / beta)	-0.505 / -0.505	eV
energy relative to the best compared isomer or geometry (same formula, charge and spin)	140.0	kcal/mol
F_max	4.07	eV/A
electronic energy	-145301.2121	eV

ORCA input file:
```
! wB97M-V def2-TZVPD RIJCOSX def2/J DEFGRID3
* xyz 0 1
C -0.184 -0.566 0.196
C -2.274 -0.618 -0.840
C 1.816 0.412 -0.038
O 0.891 -0.563 -0.428
Br -3.280 -1.958 -0.078
Br -2.705 1.015 -0.056
H -0.290 0.111 1.199
H 2.779 0.045 -0.305
H 1.490 0.718 1.009
H 1.756 1.403 -0.660
*
```

In elementary charge units, the natural (NBO) charges are: C 0.29; C -0.40; C -0.29; O -0.44; Br 0.07; Br 0.05; H 0.09; H 0.21; H 0.20; H 0.20

---

Entry 2:
DFT (wB97M-V/def2-TZVPD) results for a molecular structure, C41H58Cl2CrN3PSSb.

Results
gap between HOMO and LUMO (alpha / beta)	7.6278 / 6.6488	eV
lowest unoccupied orbital energy (alpha / beta)	-2.322 / -3.318	eV
energy relative to the best compared isomer or geometry (same formula, charge and spin)	6.8	kcal/mol
F_max	1.00	eV/A
electronic energy	-128051.1205	eV

ORCA input file:
```
! wB97M-V def2-TZVPD RIJCOSX def2/J DEFGRID3
* xyz 1 5
Cr -0.847 0.615 -1.225
N -1.123 2.083 0.581
C -2.480 2.540 0.824
C -2.716 3.615 1.672
C -4.011 4.032 1.923
C -5.087 3.387 1.317
C -4.852 2.328 0.457
C -3.548 1.899 0.205
P -3.195 0.546 -0.953
C -4.309 0.904 -2.360
C -4.422 2.221 -2.815
C -5.247 2.520 -3.890
C -5.961 1.511 -4.527
C -5.836 0.199 -4.094
C -5.011 -0.105 -3.016
C -3.864 -0.964 -0.175
C -4.525 -0.967 1.049
C -5.007 -2.160 1.581
C -4.832 -3.354 0.900
C -4.139 -3.367 -0.305
C -3.646 -2.182 -0.834
H -0.482 2.865 0.624
H -0.853 1.433 1.314
H -1.881 4.124 2.142
H -4.186 4.862 2.597
H -6.099 3.721 1.506
H -5.679 1.837 -0.044
H -3.854 3.010 -2.342
H -5.332 3.545 -4.230
H -6.611 1.748 -5.363
H -6.380 -0.594 -4.594
H -4.931 -1.133 -2.689
H -4.664 -0.047 1.600
H -5.519 -2.151 2.536
H -5.220 -4.277 1.313
H -3.990 -4.301 -0.837
H -3.078 -2.196 -1.757
Cl 1.527 0.950 -1.431
C 2.007 1.169 -3.071
Cl -1.086 2.499 -2.474
H 1.551 0.489 -3.784
H 2.203 2.194 -3.359
S -1.197 -1.897 2.670
C -0.877 -1.137 1.299
N -0.613 -0.609 0.278
C 2.354 -1.560 3.799
C 3.332 -1.254 2.668
C 3.111 -2.259 1.533
C 4.770 -1.335 3.183
Sb 2.813 0.704 1.808
C 2.550 2.007 3.556
C 3.590 1.800 4.661
C 1.143 1.715 4.085
C 2.610 3.449 3.052
C 4.670 1.430 0.863
C 5.825 1.693 1.830
C 4.329 2.733 0.133
C 5.073 0.361 -0.156
H 2.509 -2.595 4.137
H 1.310 -1.473 3.479
H 2.509 -0.914 4.664
H 3.337 -3.276 1.888
H 3.752 -2.050 0.669
H 2.058 -2.237 1.212
H 4.923 -2.287 3.712
H 4.995 -0.532 3.886
H 5.499 -1.292 2.371
H 3.479 0.829 5.148
H 3.457 2.569 5.437
H 4.612 1.882 4.293
H 0.955 0.651 4.244
H 0.376 2.090 3.397
H 1.000 2.225 5.048
H 3.631 3.754 2.814
H 2.239 4.127 3.832
H 1.993 3.601 2.160
H 5.581 2.476 2.549
H 6.702 2.040 1.261
H 6.129 0.801 2.377
H 4.212 3.569 0.823
H 3.416 2.659 -0.464
H 5.150 2.987 -0.555
H 5.337 -0.585 0.324
H 5.958 0.705 -0.713
H 4.279 0.174 -0.889
C 1.597 -4.526 -2.404
N 1.324 -3.352 -1.524
C 2.210 -2.205 -1.876
C -0.151 -2.941 -1.473
C -0.670 -2.245 -2.709
C -0.998 -3.077 -3.788
C -1.499 -2.569 -4.975
C -1.687 -1.200 -5.075
C -1.410 -0.375 -3.989
C -0.903 -0.846 -2.760
H 2.638 -4.818 -2.289
H 1.403 -4.243 -3.433
H 0.949 -5.350 -2.117
H 1.551 -3.625 -0.570
H 1.942 -1.861 -2.871
H 3.246 -2.534 -1.853
H 2.051 -1.408 -1.157
H -0.227 -2.287 -0.618
H -0.708 -3.856 -1.276
H -0.896 -4.154 -3.683
H -1.751 -3.232 -5.796
H -2.074 -0.768 -5.991
H -1.601 0.681 -4.112
*
```

Atom charges from the Mulliken analysis, given in e for atoms 1 to 99: Cr 0.41; N 0.22; C -0.07; C -0.57; C -0.82; C -0.84; C -0.13; C -0.60; P 2.17; C 0.67; C -0.70; C -0.81; C -0.57; C -0.77; C -0.16; C 0.67; C -0.60; C -0.76; C -0.80; C -1.01; C -0.78; H 0.29; H -0.16; H 0.49; H 0.43; H 0.45; H 0.60; H 0.41; H 0.44; H 0.41; H 0.46; H 0.39; H 0.40; H 0.43; H 0.41; H 0.48; H 0.61; Cl 0.53; C -0.99; Cl -0.59; H 0.42; H 0.33; S -0.29; C 0.88; N -1.08; C -1.77; C 1.99; C -1.28; C -1.78; Sb 0.33; C 1.71; C -1.60; C -1.56; C -1.96; C 1.72; C -1.69; C -1.56; C -1.60; H 0.53; H 0.02; H 0.35; H 0.53; H 0.27; H -0.27; H 0.54; H 0.26; H 0.35; H 0.26; H 0.56; H 0.21; H 0.32; H 0.24; H 0.48; H 0.32; H 0.50; H 0.28; H 0.26; H 0.51; H 0.27; H 0.31; H 0.09; H 0.48; H 0.26; H 0.55; H 0.09; C -0.88; N 0.27; C -0.51; C 0.03; C 0.52; C -0.33; C -1.18; C -0.77; C -0.26; C 1.51; H 0.34; H 0.44; H 0.37; H 0.37

---

Entry 3:
DFT (wB97M-V/def2-TZVPD) results for a gas-phase ion, C5H8N (charge +1) in a non-equilibrium geometry.

Results
gap between HOMO and LUMO	9.9768	eV
lowest unoccupied orbital energy	-4.537	eV
energy relative to the best compared isomer or geometry (same formula, charge and spin)	67.1	kcal/mol
F_max	3.34	eV/A
electronic energy	-6795.1794	eV

ORCA input file:
```
! wB97M-V def2-TZVPD RIJCOSX def2/J DEFGRID3
* xyz 1 1
C 1.507 -0.475 -1.278
C 0.183 0.022 -1.093
C -1.039 0.366 -1.394
C -0.857 -0.194 -0.011
C -0.700 0.695 1.086
N -0.186 0.282 2.199
H 1.435 -0.635 -2.379
H 1.516 -1.426 -0.766
H 2.265 0.153 -0.896
H -1.969 0.606 -1.941
H -1.185 -1.192 0.289
H -0.814 1.747 0.905
H -0.129 0.772 3.088
H -0.027 -0.721 2.189
*
```

In elementary charge units, the natural (NBO) charges are: C -0.67; C 0.15; C -0.13; C -0.40; C 0.31; N -0.64; H 0.27; H 0.25; H 0.26; H 0.29; H 0.21; H 0.23; H 0.45; H 0.42

---

Entry 4:
DFT (wB97M-V/def2-TZVPD) results for a molecular structure, C32H33FN8O7Ti in a non-equilibrium geometry.

Results
gap between HOMO and LUMO (alpha / beta)	6.7883 / 8.4081	eV
lowest unoccupied orbital energy (alpha / beta)	-2.655 / -2.647	eV
energy relative to the best compared isomer or geometry (same formula, charge and spin)	17.5	kcal/mol
F_max	2.84	eV/A
electronic energy	-85809.0327	eV

ORCA input file:
```
! wB97M-V def2-TZVPD RIJCOSX def2/J DEFGRID3
* xyz 1 2
Ti 0.139 -0.963 1.190
O 0.949 -4.567 2.851
C 0.412 -3.758 2.133
N -0.140 -2.538 2.456
C -0.348 -2.179 3.776
O -0.318 -2.875 4.759
C -0.776 -0.715 3.899
C -1.098 -0.190 5.134
C -1.560 1.114 5.199
C -1.689 1.847 4.028
C -1.315 1.256 2.838
N -0.858 0.005 2.774
C 0.295 -4.026 0.638
C 0.509 -5.294 0.132
C 0.362 -5.491 -1.232
C 0.008 -4.416 -2.035
C -0.164 -3.176 -1.443
N -0.011 -2.980 -0.137
H -0.979 -0.820 6.003
H -1.815 1.559 6.152
H -2.065 2.860 4.034
H -1.360 1.800 1.902
H 0.778 -6.089 0.813
H 0.522 -6.470 -1.666
H -0.136 -4.532 -3.100
H -0.424 -2.305 -2.034
N 2.413 -1.755 0.287
C 3.388 -0.717 0.676
C 4.772 -1.350 0.927
C 5.983 -0.538 1.427
C 6.488 0.629 0.564
N 5.678 1.838 0.750
C 4.897 2.411 -0.153
N 3.857 3.131 0.249
N 5.140 2.268 -1.470
C 2.782 0.007 1.893
O 3.297 1.022 2.353
O 1.721 -0.560 2.336
H 2.507 -2.517 0.955
H 2.629 -2.134 -0.628
H 3.433 -0.001 -0.143
H 5.069 -1.827 -0.012
H 4.608 -2.151 1.655
H 6.816 -1.238 1.517
H 5.774 -0.158 2.429
H 6.484 0.350 -0.490
H 7.513 0.861 0.849
H 5.275 1.891 1.682
H 3.533 2.911 1.184
H 3.094 3.293 -0.417
H 6.062 2.019 -1.778
H 4.566 2.783 -2.116
C -2.783 3.834 -3.882
C -3.811 3.093 -3.041
C -4.903 2.485 -3.903
C -5.955 1.827 -3.028
C -5.312 0.799 -2.139
C -6.013 -0.294 -1.696
C -5.405 -1.246 -0.876
F -6.135 -2.292 -0.475
C -4.105 -1.138 -0.488
C -3.367 -0.032 -0.935
C -1.981 0.104 -0.532
O -1.463 -0.768 0.214
C -1.261 1.195 -1.037
C -1.911 2.097 -1.850
N -3.188 2.013 -2.206
C -3.958 0.933 -1.760
C 0.214 1.415 -0.767
O 0.767 2.299 -1.432
O 0.766 0.680 0.120
H -3.316 4.429 -4.623
H -2.130 3.139 -4.413
H -2.169 4.519 -3.299
H -4.276 3.796 -2.345
H -4.457 1.747 -4.578
H -5.344 3.272 -4.512
H -6.733 1.360 -3.631
H -6.442 2.589 -2.412
H -7.048 -0.432 -1.987
H -3.642 -1.878 0.149
H -1.337 2.931 -2.226
*
```

In elementary charge units, the Mulliken charges are: Ti -0.69; O -0.63; C 0.00; N 0.43; C 0.26; O -0.64; C 0.47; C -0.68; C -0.35; C -1.01; C -0.27; N 0.80; C 0.47; C -0.84; C -0.43; C -0.85; C -0.36; N 0.61; H 0.56; H 0.44; H 0.44; H 0.47; H 0.56; H 0.44; H 0.44; H 0.48; N -0.29; C 0.12; C -1.07; C -0.89; C -0.87; N -0.13; C 0.74; N -0.45; N -0.37; C 0.58; O -0.90; O -0.37; H 0.26; H 0.36; H 0.34; H 0.42; H 0.42; H 0.47; H 0.34; H 0.40; H 0.33; H 0.26; H 0.31; H 0.22; H 0.23; H 0.21; C -1.86; C 0.57; C -0.94; C -1.04; C 0.90; C -0.72; C -0.07; F -0.35; C -0.80; C 1.16; C 1.26; O -0.39; C -0.41; C -0.48; N 0.16; C -1.11; C 0.31; O -0.86; O -0.08; H 0.42; H 0.40; H 0.48; H 0.13; H 0.33; H 0.38; H 0.47; H 0.33; H 0.52; H 0.67; H 0.82

---

Entry 5:
DFT (wB97M-V/def2-TZVPD) results for CH5NS in the gas phase in a non-equilibrium geometry.

Results
gap between HOMO and LUMO	9.4670	eV
lowest unoccupied orbital energy	-0.004	eV
energy relative to the best compared isomer or geometry (same formula, charge and spin)	32.6	kcal/mol
F_max	6.32	eV/A
electronic energy	-13441.2795	eV

ORCA input file:
```
! wB97M-V def2-TZVPD RIJCOSX def2/J DEFGRID3
* xyz 0 1
C -0.233 0.410 0.871
N 0.385 0.388 -0.405
S -0.169 -1.309 -1.453
H -1.291 0.083 0.934
H 0.391 -0.502 1.427
H -0.099 1.289 1.376
H -0.034 1.095 -1.029
H 1.051 -1.454 -1.722
*
```

In elementary charge units, the natural (NBO) charges are: C -0.43; N -0.61; S 0.02; H 0.18; H 0.18; H 0.21; H 0.35; H 0.11

---

Entry 6:
DFT (wB97M-V/def2-TZVPD) results for 2 unconnected molecules or ions with the total composition H4N5 in a non-equilibrium geometry.

Results
gap between HOMO and LUMO (alpha / beta)	9.4969 / 10.2844	eV
lowest unoccupied orbital energy (alpha / beta)	-6.602 / -6.062	eV
energy relative to the best compared isomer or geometry (same formula, charge and spin)	86.0	kcal/mol
F_max	2.34	eV/A
electronic energy	-7499.0658	eV

ORCA input file:
```
! wB97M-V def2-TZVPD RIJCOSX def2/J DEFGRID3
* xyz 1 3
N -2.786 0.296 -0.103
N -1.143 -0.921 0.161
N -0.038 1.047 -0.035
N 1.109 -0.906 -0.032
N -0.122 -0.282 -0.052
H 0.725 1.659 -0.409
H -0.842 1.602 0.220
H 1.250 -1.899 -0.391
H 1.847 -0.595 0.642
*
```

In elementary charge units, the natural (NBO) charges are: N 0.15; N 0.04; N -0.59; N -0.63; N 0.25; H 0.46; H 0.43; H 0.46; H 0.44